The following is a quantum chemistry calculation of 10 unconnected molecules or ions with the total composition C56H142N2O34P8 in a non-equilibrium geometry, from the OMol25 dataset.

As for the gap between HOMO and LUMO: 9.38 eV. The value obtained for the total energy is -7618.199658 Eh. The structure (SMILES) is CCOP(=O)(OCC)OCC.CCOP(=O)(OCC)OCC.CCOP(=O)(OCC)OCC.CCOP(=O)(OCC)OCC.CCOP(=O)(OCC)OCC.CCOP(=O)(OCC)OCC.CCOP(=O)(OCC)OCC.CCOP(=O)(OCC)OCC.COC[C@H](C)N.COC[C@H](C)N. The HOMO energy is -8.91 eV. The value obtained for the maximum force is 3.44 eV Å⁻¹.

Element x y z (Å)
C1 12.569 17.506 11.969
C2 11.838 16.845 10.783
O1 12.329 15.558 10.496
P1 12.000 14.316 11.413
O2 10.747 14.405 12.143
O3 12.254 13.153 10.369
C3 11.621 13.228 9.063
C4 11.705 11.884 8.435
O4 13.216 14.151 12.424
C5 14.608 14.301 12.083
C6 15.275 15.011 13.212
H1 12.149 18.503 12.087
H2 12.304 16.990 12.902
H3 13.687 17.562 11.894
H4 10.760 16.866 11.021
H5 12.009 17.350 9.823
H6 10.567 13.526 9.180
H7 12.190 13.994 8.526
H8 12.753 11.498 8.391
H9 11.174 11.236 9.166
H10 11.217 11.900 7.476
H11 15.024 13.323 11.926
H12 14.763 14.809 11.127
H13 16.299 15.239 13.046
H14 14.642 15.882 13.313
H15 15.284 14.458 14.149
C7 18.019 11.257 15.029
C8 17.334 12.263 14.022
O5 16.806 11.536 12.865
P2 15.594 10.505 13.003
O6 15.833 9.260 13.711
O7 14.509 11.413 13.673
C9 13.212 10.938 14.070
C10 12.434 10.373 12.980
O8 15.136 10.379 11.512
C11 15.272 9.133 10.723
C12 16.023 9.343 9.441
H16 17.239 10.615 15.481
H17 18.799 10.615 14.597
H18 18.405 11.826 15.879
H19 16.515 12.841 14.425
H20 18.087 12.933 13.560
H21 13.473 10.219 14.881
H22 12.729 11.857 14.496
H23 12.458 11.090 12.175
H24 12.708 9.362 12.624
H25 11.408 10.183 13.297
H26 15.742 8.401 11.405
H27 14.233 8.822 10.608
H28 15.675 10.269 8.993
H29 17.085 9.436 9.559
H30 15.893 8.483 8.750
C13 14.800 20.914 14.156
C14 16.012 21.548 13.499
O9 16.286 20.761 12.263
P3 17.612 19.953 11.998
O10 18.616 20.056 13.062
O11 16.891 18.524 11.856
C15 17.604 17.533 11.061
C16 16.818 17.342 9.837
O12 17.945 20.280 10.538
C17 18.436 21.530 10.063
C18 17.249 22.371 9.415
H31 14.039 20.734 13.399
H32 15.050 19.934 14.616
H33 14.484 21.670 14.908
H34 15.795 22.557 13.188
H35 16.868 21.509 14.207
H36 18.673 17.766 10.849
H37 17.500 16.622 11.631
H38 17.381 16.726 9.121
H39 15.818 16.954 10.031
H40 16.678 18.252 9.269
H41 18.819 22.147 10.873
H42 19.197 21.262 9.311
H43 17.775 23.091 8.762
H44 16.577 21.722 8.861
H45 16.669 22.929 10.159
C19 15.800 20.964 17.770
C20 16.486 20.124 18.881
O13 16.730 20.960 20.018
P4 15.944 20.780 21.339
O14 15.909 19.391 21.863
O15 14.525 21.413 21.072
C21 13.314 20.914 21.702
C22 13.237 21.421 23.117
O16 16.556 21.835 22.316
C23 18.040 22.055 22.363
C24 18.204 23.424 22.882
H46 16.166 22.019 17.832
H47 15.978 20.615 16.758
H48 14.724 21.054 17.944
H49 15.961 19.216 19.220
H50 17.415 19.805 18.408
H51 12.493 21.339 21.152
H52 13.348 19.831 21.616
H53 12.268 21.131 23.529
H54 14.032 21.064 23.778
H55 13.359 22.495 23.104
H56 18.260 21.278 23.122
H57 18.383 21.833 21.350
H58 17.773 23.662 23.821
H59 19.278 23.704 23.043
H60 17.852 24.220 22.223
C25 21.640 10.003 11.855
C26 22.470 9.645 13.025
O17 21.873 10.296 14.203
P5 22.608 10.272 15.625
O18 23.129 9.006 16.120
O19 23.627 11.459 15.432
C27 25.074 11.319 15.615
C28 25.441 11.701 17.013
O20 21.410 10.842 16.512
C29 21.684 11.220 17.895
C30 20.463 11.725 18.517
H61 22.162 9.600 10.965
H62 20.627 9.591 11.850
H63 21.519 11.104 11.814
H64 22.529 8.578 13.166
H65 23.455 10.078 12.880
H66 25.399 10.327 15.362
H67 25.425 12.030 14.911
H68 25.029 12.670 17.322
H69 25.056 10.917 17.650
H70 26.503 11.699 17.079
H71 22.000 10.291 18.349
H72 22.448 11.990 17.855
H73 20.563 11.500 19.565
H74 20.231 12.791 18.317
H75 19.640 11.134 18.105
C31 17.492 12.788 9.979
C32 18.875 12.793 10.525
O21 19.043 14.114 11.261
P6 20.414 14.462 11.961
O22 21.633 13.887 11.405
O23 20.364 16.030 11.674
C33 21.425 16.927 12.141
C34 21.885 17.644 10.900
O24 20.197 14.285 13.525
C35 21.078 13.405 14.421
C36 21.161 14.061 15.760
H76 17.409 11.845 9.441
H77 16.791 12.870 10.785
H78 17.301 13.678 9.361
H79 19.095 12.048 11.258
H80 19.563 12.878 9.724
H81 21.024 17.630 12.891
H82 22.284 16.315 12.560
H83 22.627 18.414 11.150
H84 22.433 16.889 10.331
H85 21.145 18.123 10.271
H86 20.611 12.412 14.538
H87 22.067 13.353 13.921
H88 21.845 13.473 16.382
H89 21.682 15.024 15.689
H90 20.189 14.251 16.302
C37 18.563 14.543 21.904
C38 18.002 13.177 22.124
O25 16.566 13.227 22.360
P7 15.585 13.700 21.231
O26 15.851 13.136 19.902
O27 14.140 13.399 21.778
C39 13.360 12.225 21.352
C40 12.130 11.957 22.151
O28 15.615 15.287 21.375
C41 14.620 16.013 20.627
C42 13.837 17.021 21.433
H91 19.629 14.426 21.644
H92 18.108 15.010 21.015
H93 18.455 15.211 22.779
H94 18.198 12.624 21.177
H95 18.392 12.580 22.952
H96 13.176 12.370 20.267
H97 14.020 11.389 21.430
H98 12.351 11.512 23.072
H99 11.671 12.902 22.428
H100 11.525 11.256 21.589
H101 15.094 16.588 19.815
H102 13.934 15.307 20.178
H103 13.215 16.513 22.192
H104 14.517 17.693 21.966
H105 13.099 17.583 20.791
C43 9.460 15.355 21.162
C44 9.870 15.510 19.751
O29 11.093 14.755 19.451
P8 11.722 15.050 18.081
O30 10.992 15.020 16.813
O31 12.870 13.916 18.221
C45 13.231 13.113 17.024
C46 14.669 13.294 16.680
O32 12.440 16.407 18.313
C47 13.251 17.013 17.222
C48 13.150 18.525 17.249
H106 9.069 14.316 21.285
H107 10.255 15.478 21.877
H108 8.643 16.051 21.374
H109 9.119 15.095 19.064
H110 10.197 16.516 19.515
H111 13.120 12.043 17.199
H112 12.528 13.434 16.222
H113 14.918 14.299 16.247
H114 15.282 13.242 17.575
H115 14.964 12.488 16.033
H116 14.296 16.631 17.335
H117 12.804 16.587 16.311
H118 13.652 18.999 18.119
H119 13.431 19.061 16.364
H120 12.066 18.757 17.331
C49 21.966 18.492 17.630
O33 21.567 19.851 17.666
C50 20.342 20.122 16.981
C51 20.101 21.592 16.711
C52 19.905 22.380 17.976
N1 18.918 21.611 15.810
H121 22.678 18.309 18.412
H122 22.346 18.106 16.657
H123 21.045 17.956 17.946
H124 20.346 19.765 15.970
H125 19.501 19.669 17.554
H126 20.978 22.022 16.218
H127 19.758 23.459 17.852
H128 20.769 22.174 18.606
H129 19.000 21.944 18.441
H130 18.516 22.531 15.734
H131 19.131 21.260 14.883
C53 18.113 14.843 18.267
O34 18.017 15.130 16.908
C54 17.390 16.405 16.729
C55 17.503 16.601 15.197
C56 18.963 17.051 14.855
N2 16.533 17.649 15.001
H132 17.972 13.782 18.443
H133 17.272 15.341 18.767
H134 19.051 15.232 18.653
H135 16.353 16.389 17.096
H136 17.933 17.171 17.308
H137 17.204 15.711 14.661
H138 19.118 17.296 13.810
H139 19.607 16.201 15.138
H140 19.252 17.930 15.470
H141 16.356 17.752 14.000
H142 16.935 18.553 15.283

Here are the Löwdin charges for atoms 1 to 5, given in e: atom 1 (C): -0.065, atom 2 (C): -0.262, atom 3 (O): -0.196, atom 4 (P): 0.351, atom 5 (O): -0.205